(P)
The following is a quantum chemistry calculation of C18H18F6O18 as an isolated structure, from OMol25.

Last column: Mulliken charge in e.
CARTESIAN COORDINATES (ANGSTROEM)
C: -7.380 21.035 -14.745  1.010
C: -7.020 19.618 -15.279  0.208
O: -5.597 19.571 -15.039  -0.404
C: -5.200 20.902 -15.152  0.712
O: -4.033 21.242 -15.327  -0.623
O: -6.226 21.768 -14.978  -0.343
F: -7.239 19.640 -16.604  -0.244
H: -7.642 20.948 -13.690  0.625
H: -8.113 21.474 -15.421  -1.334
H: -7.592 18.828 -14.794  0.545
C: -9.014 25.347 -23.332  -0.646
C: -9.663 25.188 -21.941  0.382
O: -11.055 25.310 -22.267  -0.359
C: -11.238 24.737 -23.431  0.710
O: -12.336 24.302 -23.840  -0.585
O: -10.012 24.516 -24.012  -0.351
F: -9.096 26.181 -21.200  -0.354
H: -7.977 25.009 -23.335  0.316
H: -9.077 26.333 -23.792  0.377
H: -9.220 24.250 -21.605  0.488
C: -7.502 22.306 -17.843  -0.662
C: -9.041 22.136 -17.647  0.696
O: -9.603 22.373 -18.884  -0.393
C: -8.701 22.868 -19.728  0.641
O: -8.934 23.349 -20.854  -0.616
O: -7.447 22.878 -19.147  -0.426
F: -9.394 23.185 -16.830  -0.456
H: -7.040 21.332 -18.004  0.333
H: -6.985 22.643 -16.945  0.716
H: -9.203 21.141 -17.232  0.221
C: -11.807 22.528 -22.086  -0.702
C: -10.871 21.879 -21.179  0.468
O: -9.717 21.823 -22.067  -0.324
C: -10.102 21.945 -23.367  0.768
O: -9.393 22.006 -24.365  -0.592
O: -11.408 21.974 -23.372  -0.374
F: -11.297 20.658 -20.735  -0.417
H: -11.644 23.603 -22.012  0.345
H: -12.739 22.289 -21.574  0.463
H: -10.616 22.560 -20.367  0.382
C: -2.859 23.183 -19.107  -0.513
C: -3.283 24.431 -18.449  0.273
O: -4.270 23.998 -17.496  -0.323
C: -4.661 22.776 -17.739  0.739
O: -5.481 22.096 -17.111  -0.706
O: -4.020 22.314 -18.846  -0.350
F: -3.913 25.119 -19.402  -0.273
H: -2.131 22.641 -18.504  0.345
H: -2.522 23.297 -20.137  0.306
H: -2.526 25.045 -17.960  0.305
C: -10.805 22.395 -13.540  -0.756
C: -9.849 23.225 -14.397  0.235
O: -9.705 22.299 -15.465  -0.080
C: -9.899 21.052 -15.042  0.760
O: -9.705 20.022 -15.605  -0.543
O: -10.507 21.073 -13.875  -0.431
F: -8.836 23.372 -13.624  -0.276
H: -11.859 22.513 -13.793  0.326
H: -10.677 22.568 -12.472  0.367
H: -10.188 24.211 -14.718  0.395

Properties
LUMO: 0.0063 Ha



(Q)
The following is a quantum chemistry calculation of a 6-piece molecular cluster, C18H18F6O18 overall, from OMol25.

Last column: Mulliken charge in e.
CARTESIAN COORDINATES (ANGSTROEM)
O: 17.658 -6.200 -2.793  -0.590
C: 17.245 -5.585 -3.760  0.635
O: 17.886 -4.536 -4.244  -0.353
C: 17.716 -4.560 -5.595  -0.281
C: 16.256 -5.175 -5.734  0.951
F: 16.048 -5.798 -6.908  -0.290
O: 16.300 -6.019 -4.558  -0.354
H: 17.895 -3.573 -6.023  0.258
H: 18.428 -5.291 -5.978  0.282
H: 15.548 -4.351 -5.647  -0.321
O: 17.056 -2.561 -9.080  -0.640
C: 16.153 -1.979 -8.502  0.618
O: 15.161 -2.513 -7.818  -0.291
C: 14.096 -1.502 -7.646  0.413
C: 14.998 -0.261 -7.554  0.538
F: 15.319 0.028 -6.323  -0.285
O: 16.168 -0.620 -8.335  -0.355
H: 13.336 -1.313 -8.404  0.095
H: 13.491 -1.668 -6.755  -0.331
H: 14.366 0.535 -7.948  0.206
O: 10.969 -0.129 -6.972  -0.585
C: 10.888 1.031 -7.432  0.681
O: 11.844 1.588 -8.133  -0.160
C: 11.459 2.910 -8.595  -0.433
C: 9.984 2.983 -8.095  0.265
F: 9.063 2.980 -9.157  -0.284
O: 9.802 1.840 -7.264  -0.358
H: 12.043 3.723 -8.163  0.338
H: 11.619 2.967 -9.671  0.246
H: 9.764 3.769 -7.372  0.296
O: 10.563 0.505 -10.558  -0.513
C: 11.498 0.225 -11.288  0.523
O: 12.754 -0.168 -10.935  -0.165
C: 13.547 -0.453 -11.998  -0.316
C: 12.582 -0.407 -13.164  0.260
F: 12.304 -1.641 -13.674  -0.296
O: 11.475 0.189 -12.600  -0.328
H: 14.335 0.299 -11.976  0.283
H: 13.962 -1.453 -11.869  0.268
H: 12.971 0.136 -14.025  0.272
O: 15.328 -2.401 -3.918  -0.552
C: 14.108 -2.654 -4.034  0.703
O: 13.138 -1.739 -4.159  -0.309
C: 11.911 -2.337 -4.235  -0.387
C: 12.316 -3.857 -4.376  0.287
F: 12.378 -4.100 -5.618  -0.246
O: 13.568 -3.854 -3.820  -0.275
H: 11.298 -2.138 -3.355  0.342
H: 11.294 -2.012 -5.072  0.164
H: 11.767 -4.638 -3.849  0.345
O: 20.225 -5.046 -12.391  -0.556
C: 20.144 -4.820 -11.212  0.581
O: 19.223 -4.095 -10.622  -0.313
C: 19.563 -3.946 -9.303  -0.015
C: 20.519 -5.057 -9.014  0.276
F: 19.904 -6.092 -8.392  -0.294
O: 20.944 -5.466 -10.299  -0.328
H: 20.071 -3.018 -9.040  0.289
H: 18.589 -4.182 -8.875  0.051
H: 21.422 -4.674 -8.538  0.340

Properties
SMILES: O=C1OC[C@@H](F)O1.O=C1OC[C@@H](F)O1.O=C1OC[C@@H](F)O1.O=C1OC[C@@H](F)O1.O=C1OC[C@@H](F)O1.O=C1OC[C@@H](F)O1
LUMO: -0.0030 Ha



Of them, (Q) has the highest stability.



(P)
The following is a quantum chemistry calculation of C46H60Cl3N5P2PbSi as an isolated structure, from OMol25.

Last column: Mulliken charge in e.
CARTESIAN COORDINATES (ANGSTROEM)
Pb: -0.240 1.142 -0.760  0.911
C: 2.678 -0.829 -2.583  -1.542
Si: 1.335 -1.018 -1.273  1.192
C: 0.341 -2.584 -1.678  0.622
C: 0.876 -3.503 -2.581  -0.549
C: 0.244 -4.708 -2.859  -0.984
C: -0.938 -5.026 -2.213  -1.047
C: -1.491 -4.123 -1.317  -0.517
C: -0.878 -2.898 -1.058  0.641
P: -1.618 -1.621 0.029  -0.512
C: -1.863 -2.436 1.669  0.311
C: -2.591 -3.777 1.800  -0.872
C: -2.939 -4.022 3.278  -0.988
C: -1.856 -3.472 4.220  -0.679
C: -0.495 -3.523 3.537  -1.065
C: -0.470 -2.592 2.314  0.974
C: -3.316 -1.192 -0.613  0.490
C: -4.414 -2.272 -0.750  -0.473
C: -5.545 -1.886 -1.712  -1.206
C: -5.259 -2.325 -3.152  -0.866
C: -3.812 -2.060 -3.559  -1.202
C: -3.136 -0.273 -1.822  -0.179
C: 2.226 -1.471 0.364  -0.244
C: 2.673 -2.790 0.514  -0.374
C: 3.264 -3.234 1.684  -0.854
C: 3.435 -2.355 2.748  -0.986
C: 3.032 -1.039 2.613  0.130
C: 2.430 -0.590 1.436  0.400
P: 1.959 1.161 1.199  -0.731
C: 3.575 1.920 0.711  0.286
C: 4.769 1.537 1.600  -0.502
C: 5.956 2.441 1.280  -0.997
C: 5.669 3.891 1.701  -0.802
C: 4.166 4.195 1.664  -0.866
C: 3.498 3.452 0.511  -0.989
C: 1.464 1.820 2.860  0.675
C: 0.426 0.889 3.494  -0.306
C: -0.137 1.448 4.798  -1.363
C: -0.725 2.840 4.604  -0.682
C: 0.321 3.775 4.011  -1.002
C: 0.868 3.226 2.696  -0.806
H: 3.396 -1.654 -2.549  0.476
H: 3.227 0.099 -2.410  0.244
H: 2.249 -0.779 -3.586  0.391
H: 1.808 -3.281 -3.088  0.417
H: 0.680 -5.396 -3.573  0.404
H: -1.437 -5.967 -2.408  0.449
H: -2.415 -4.386 -0.823  0.219
H: -2.432 -1.686 2.236  0.581
H: -1.924 -4.564 1.439  0.321
H: -3.493 -3.832 1.194  0.237
H: -3.067 -5.095 3.443  0.396
H: -3.902 -3.558 3.508  0.333
H: -1.850 -4.031 5.157  0.526
H: -2.080 -2.434 4.487  0.214
H: -0.289 -4.552 3.230  0.386
H: 0.306 -3.246 4.225  0.505
H: 0.232 -2.985 1.574  -0.401
H: -0.095 -1.609 2.594  -0.750
H: -3.662 -0.524 0.186  0.625
H: -4.825 -2.448 0.245  0.579
H: -3.999 -3.225 -1.080  -0.112
H: -5.710 -0.806 -1.674  0.411
H: -6.478 -2.346 -1.379  0.403
H: -5.945 -1.824 -3.840  0.502
H: -5.454 -3.397 -3.249  0.487
H: -3.669 -2.252 -4.625  0.653
H: -3.131 -2.732 -3.034  0.055
H: -3.336 0.769 -1.591  -0.054
H: -1.679 0.425 -3.071  0.125
H: 2.526 -3.498 -0.296  0.410
H: 3.586 -4.265 1.773  0.410
H: 3.886 -2.694 3.672  0.435
H: 3.187 -0.351 3.438  0.333
H: 3.734 1.464 -0.273  0.210
H: 5.024 0.489 1.445  0.374
H: 4.517 1.638 2.661  0.221
H: 6.147 2.391 0.203  0.335
H: 6.861 2.073 1.767  0.453
H: 6.203 4.579 1.040  0.321
H: 6.052 4.072 2.708  0.380
H: 3.995 5.270 1.576  0.548
H: 3.709 3.891 2.610  0.131
H: 4.017 3.709 -0.417  0.496
H: 2.468 3.777 0.362  0.661
H: 2.341 1.876 3.518  1.019
H: 0.863 -0.092 3.679  0.154
H: -0.394 0.734 2.777  -0.103
H: 0.667 1.496 5.542  0.399
H: -0.886 0.759 5.195  0.399
H: -1.107 3.232 5.549  0.433
H: -1.579 2.778 3.920  0.274
H: 1.145 3.899 4.724  0.330
H: -0.098 4.769 3.842  0.421
H: 1.610 3.917 2.295  0.170
H: 0.057 3.178 1.959  0.168
C: 1.249 3.398 -5.288  -0.796
C: 2.125 3.960 -4.168  -0.512
C: 2.028 3.127 -2.975  0.057
N: 1.873 2.473 -2.047  0.046
H: 1.281 4.063 -6.149  0.353
H: 0.219 3.305 -4.945  0.002
H: 1.599 2.413 -5.596  0.316
H: 1.798 4.960 -3.882  0.220
H: 3.174 4.029 -4.461  0.338
Cl: -3.260 5.224 -1.536  -0.165
C: -2.287 4.786 -2.960  0.841
Cl: -0.695 5.541 -2.805  -0.149
Cl: -3.078 5.412 -4.424  -0.162
C: -2.145 3.256 -3.023  -0.933
N: -1.171 2.554 -2.835  -0.304
N: -2.006 -0.493 -2.752  -0.122
C: -3.391 -0.653 -3.232  1.193
C: -3.912 0.421 -4.160  0.062
C: -3.775 1.686 -3.772  0.378
N: -3.581 2.724 -3.210  -0.309
C: -4.363 0.101 -5.465  -0.153
N: -4.718 -0.187 -6.523  -0.652

Properties
LUMO: 0.0138 Ha



(Q)
The following is a quantum chemistry calculation of C46H60Cl3N5P2PbSi as an isolated structure, from OMol25.

Last column: Mulliken charge in e.
CARTESIAN COORDINATES (ANGSTROEM)
Pb: 0.229 0.620 -0.297  1.676
C: -1.958 -2.522 1.280  -1.224
Si: -0.515 -1.255 1.398  0.611
C: -0.963 -0.413 3.074  -0.017
C: -0.884 -1.117 4.271  -0.126
C: -1.309 -0.567 5.467  -1.035
C: -1.849 0.708 5.481  -0.948
C: -1.935 1.431 4.306  -0.520
C: -1.487 0.887 3.106  0.858
P: -1.462 1.870 1.556  -0.483
C: -1.107 3.616 2.122  0.405
C: 0.223 3.585 2.879  0.705
C: 0.987 4.911 2.792  -0.657
C: 0.011 6.072 2.647  -1.124
C: -0.731 5.974 1.309  -0.915
C: -0.980 4.516 0.896  -0.858
C: -3.225 2.000 0.967  0.672
C: -3.769 0.629 0.583  0.441
C: -4.989 0.805 -0.330  -1.230
C: -5.769 2.082 0.014  -0.701
C: -5.659 2.376 1.507  -0.864
C: -4.211 2.708 1.902  -0.362
C: 1.059 -2.343 1.496  1.589
C: 0.986 -3.723 1.621  -0.529
C: 2.069 -4.538 1.346  -1.148
C: 3.255 -3.979 0.910  -1.073
C: 3.372 -2.601 0.829  -0.252
C: 2.292 -1.784 1.129  -0.234
P: 2.440 0.034 1.240  -1.173
C: 2.665 -0.024 3.123  2.006
C: 2.601 1.324 3.855  0.738
C: 3.400 1.297 5.158  -1.136
C: 3.119 -0.001 5.904  -0.637
C: 3.626 -1.210 5.102  -0.953
C: 3.838 -0.868 3.622  -0.813
C: 3.969 0.440 0.208  1.025
C: 3.727 1.746 -0.553  -1.178
C: 3.907 2.955 0.352  0.802
C: 5.326 2.986 0.908  -1.512
C: 5.610 1.703 1.683  0.196
C: 5.370 0.468 0.821  -1.882
H: -2.071 -3.088 2.200  0.469
H: -1.787 -3.224 0.474  0.280
H: -2.902 -2.027 1.086  0.172
H: -0.471 -2.116 4.262  0.466
H: -1.222 -1.128 6.388  0.426
H: -2.200 1.141 6.408  0.447
H: -2.346 2.430 4.333  0.349
H: -1.912 3.988 2.761  0.938
H: 0.839 2.788 2.452  -1.587
H: 0.033 3.336 3.924  0.521
H: 1.661 4.906 1.933  0.122
H: 1.596 5.040 3.690  0.596
H: 0.545 7.022 2.699  0.518
H: -0.697 6.048 3.478  0.336
H: -0.137 6.456 0.532  0.414
H: -1.678 6.511 1.379  0.313
H: -0.152 4.147 0.288  0.080
H: -1.879 4.455 0.279  0.450
H: -3.120 2.577 0.040  0.064
H: -4.039 0.086 1.493  0.345
H: -3.000 0.058 0.060  -0.860
H: -5.641 -0.064 -0.229  0.481
H: -4.657 0.850 -1.369  0.324
H: -6.817 1.962 -0.267  0.506
H: -5.377 2.933 -0.549  0.228
H: -6.000 1.496 2.054  0.331
H: -6.314 3.205 1.779  0.503
H: -4.053 2.392 2.935  -0.145
H: -4.058 3.788 1.846  0.351
H: 0.054 -4.169 1.933  0.442
H: 1.983 -5.610 1.455  0.430
H: 4.094 -4.607 0.644  0.446
H: 4.314 -2.179 0.514  0.373
H: 1.754 -0.583 3.385  -0.980
H: 1.557 1.524 4.098  -0.270
H: 2.958 2.144 3.229  -0.389
H: 3.113 2.155 5.768  0.576
H: 4.468 1.381 4.957  0.281
H: 2.042 -0.079 6.062  0.202
H: 3.594 0.021 6.884  0.493
H: 2.910 -2.031 5.183  0.275
H: 4.572 -1.560 5.516  0.526
H: 3.905 -1.796 3.052  0.102
H: 4.780 -0.336 3.503  0.333
H: 3.938 -0.372 -0.532  0.256
H: 2.719 1.744 -0.986  0.149
H: 4.434 1.795 -1.384  0.667
H: 3.191 2.884 1.178  -0.808
H: 3.695 3.873 -0.200  0.569
H: 5.452 3.848 1.567  0.497
H: 6.035 3.088 0.083  0.410
H: 4.953 1.666 2.551  -0.369
H: 6.641 1.704 2.045  0.422
H: 5.570 -0.438 1.396  0.471
H: 6.075 0.471 -0.017  0.570
C: -0.996 2.950 -5.104  -1.125
C: -1.865 3.610 -4.031  -0.478
C: -1.677 2.987 -2.750  0.243
N: -1.524 2.504 -1.724  -0.130
H: -1.180 3.430 -6.061  0.376
H: -1.228 1.888 -5.192  0.310
H: 0.061 3.052 -4.859  0.305
H: -2.924 3.531 -4.299  0.270
H: -1.614 4.673 -3.938  0.275
Cl: -2.879 -3.087 -4.060  -0.120
C: -1.384 -2.828 -3.125  0.754
Cl: 0.034 -2.720 -4.223  -0.152
Cl: -1.157 -4.182 -1.985  -0.097
C: -1.491 -1.595 -2.404  -0.491
N: -1.531 -0.611 -1.816  -0.303
N: 1.550 -0.871 -1.619  -0.517
C: 2.294 -1.109 -2.487  0.398
C: 3.220 -1.357 -3.452  0.602
C: 2.904 -1.967 -4.662  -0.287
N: 2.632 -2.470 -5.664  -0.633
C: 4.531 -0.946 -3.207  0.193
N: 5.604 -0.592 -2.980  -0.643

Properties
LUMO: 0.0065 Ha



Of them, (Q) has the highest stability.



(P)
The following is a quantum chemistry calculation of an isolated ion of composition CH2NO3S and charge -1, from OMol25.

Last column: Mulliken charge in e.
CARTESIAN COORDINATES (ANGSTROEM)
C: 0.415 0.463 0.145  0.062
N: -0.089 -0.723 0.159  -0.394
O: -2.289 -0.247 -1.797  -0.511
O: 1.473 0.831 0.680  -0.696
O: -2.201 -2.382 -0.700  -0.507
S: -2.138 -0.962 -0.545  0.611
H: -0.271 1.172 -0.396  0.257
H: 0.641 -1.266 0.631  0.177

Properties
LUMO: 0.1428 Ha
net charge: -1



(Q)
The following is a quantum chemistry calculation of a 2-piece molecular cluster, CH2NO3S overall, from OMol25.

Last column: Mulliken charge in e.
CARTESIAN COORDINATES (ANGSTROEM)
C: -1.811 0.768 -0.270  0.729
N: 1.669 -0.103 0.221  -0.541
O: -2.401 1.136 -1.227  -0.446
O: -1.486 0.785 0.863  -0.405
O: -0.635 -1.248 -0.916  -0.676
S: 0.383 -1.295 0.291  -0.072
H: 2.629 -0.444 -0.094  0.197
H: 1.652 0.401 1.134  0.213

Properties
LUMO: 0.1465 Ha
net charge: -1



(R)
The following is a quantum chemistry calculation of an isolated ion of composition CH2NO3S and charge -1, from OMol25.

Last column: Mulliken charge in e.
CARTESIAN COORDINATES (ANGSTROEM)
O: -0.328 -0.436 1.364  -0.811
C: -0.144 -0.098 0.084  0.674
O: -0.324 1.355 -0.144  -0.524
O: -0.857 -0.730 -0.862  -0.494
N: 1.287 -0.445 -0.167  -0.185
S: 2.510 0.481 -0.199  -0.221
H: -1.082 1.522 0.399  0.264
H: -1.064 -1.649 -0.475  0.298

Properties
SMILES: [O-]C(O)(O)N=S
LUMO (alpha / beta): 0.1356 / 0.1356 Ha
net charge: -1



Of them, (P) has the highest stability.